Entry 1:
{"formula": "C36H54O18", "method": "ωB97M-V/def2-TZVPD", "symbols": ["O", "C", "O", "C", "C", "C", "H", "H", "H", "H", "H", "H", "O", "C", "O", "C", "C", "C", "H", "H", "H", "H", "H", "H", "O", "C", "O", "C", "C", "C", "H", "H", "H", "H", "H", "H", "O", "C", "O", "C", "C", "C", "H", "H", "H", "H", "H", "H", "O", "C", "O", "C", "C", "C", "H", "H", "H", "H", "H", "H", "O", "C", "O", "C", "C", "C", "H", "H", "H", "H", "H", "H", "O", "C", "O", "C", "C", "C", "H", "H", "H", "H", "H", "H", "O", "C", "O", "C", "C", "C", "H", "H", "H", "H", "H", "H", "O", "C", "O", "C", "C", "C", "H", "H", "H", "H", "H", "H"], "xyz": [[-6.474022, -1.381424, 0.080070], [-5.554582, -1.955634, 0.764350], [-4.317102, -2.236204, 0.216980], [-3.555842, -3.064964, 1.032150], [-4.092102, -2.748884, 2.371330], [-5.584712, -2.437494, 2.204000], [-2.521072, -2.723274, 1.056630], [-3.525622, -4.134924, 0.826320], [-3.704812, -1.791884, 2.721010], [-3.829082, -3.530794, 3.083750], [-5.851402, -1.531454, 2.748130], [-6.194882, -3.340374, 2.228440], [1.940348, 0.824206, 2.504180], [2.514198, 0.411726, 3.481630], [3.799998, 0.827266, 3.538590], [4.427798, 0.202646, 4.709190], [3.411388, -0.780624, 5.432670], [2.150328, -0.459194, 4.754840], [4.700088, 1.089366, 5.281640], [5.313808, -0.389734, 4.480790], [3.502468, -0.586264, 6.501330], [3.700468, -1.830884, 5.394170], [1.410888, 0.104986, 5.323200], [1.753878, -1.430454, 4.458920], [-2.657792, 1.679846, -2.380030], [-2.084052, 1.176906, -1.426810], [-1.139082, 1.908606, -0.755960], [-0.625982, 1.126176, 0.291690], [-0.877182, -0.396854, -0.069390], [-2.106212, -0.279444, -0.918830], [-1.155372, 1.447196, 1.188800], [0.407658, 1.345576, 0.559180], [-1.105672, -0.988244, 0.817260], [-0.092612, -1.011404, -0.510830], [-3.021532, -0.251634, -0.327610], [-2.413952, -1.024014, -1.653010], [-1.997892, -3.409294, -2.218580], [-1.368802, -4.123404, -1.442570], [-1.953142, -5.117634, -0.660280], [-1.039112, -5.714714, 0.260410], [0.286838, -5.001754, 0.023540], [0.127858, -4.017264, -1.145820], [-0.807002, -6.741794, -0.021250], [-1.385982, -5.628244, 1.290120], [1.181018, -5.622294, 0.082530], [0.432968, -4.361714, 0.893660], [0.751298, -4.272134, -2.002820], [0.352688, -2.969004, -0.949050], [4.377638, -3.659694, 1.066360], [4.149968, -2.765964, 0.292530], [2.888928, -2.522144, -0.239990], [2.852188, -1.609394, -1.374990], [4.323838, -1.138004, -1.425590], [5.156368, -1.985644, -0.412550], [2.267168, -0.745654, -1.059070], [2.572248, -2.111674, -2.300980], [4.481778, -0.084214, -1.196040], [4.743028, -1.321914, -2.414810], [5.589008, -1.366654, 0.373430], [5.819368, -2.691134, -0.913380], [-3.549362, 7.314666, -1.533890], [-2.590322, 6.650676, -1.891860], [-1.577902, 7.198776, -2.622160], [-0.676932, 6.224076, -3.057640], [-1.206312, 4.854276, -2.633900], [-2.118702, 5.258126, -1.389820], [0.338258, 6.265316, -2.662930], [-0.637592, 6.412946, -4.130430], [-0.415092, 4.171156, -2.325010], [-1.873442, 4.349416, -3.332590], [-1.482132, 5.143886, -0.512420], [-2.918302, 4.533316, -1.236850], [1.157948, -0.345404, -3.236170], [0.406998, -0.979954, -3.993790], [0.952908, -2.189244, -4.399010], [0.112308, -2.765354, -5.401200], [-0.964652, -1.715514, -5.659020], [-1.050192, -0.863944, -4.514770], [-0.280312, -3.695254, -4.989790], [0.619998, -3.136674, -6.291410], [-1.914782, -2.084754, -6.045020], [-0.582102, -0.997644, -6.384570], [-1.729972, -1.499184, -3.946910], [-1.400342, 0.167266, -4.560730], [4.798868, 4.248246, -0.500740], [4.115278, 3.860106, -1.505680], [4.404588, 4.203386, -2.758870], [3.423068, 3.818196, -3.686650], [2.483188, 2.959836, -2.992440], [2.766368, 3.107666, -1.488690], [3.732278, 3.206276, -4.534020], [2.996498, 4.731016, -4.102450], [2.691708, 1.902326, -3.154590], [1.428648, 3.116036, -3.219710], [2.796548, 2.223996, -0.851270], [2.100598, 3.817546, -0.997860], [-4.513342, 0.413846, 5.392130], [-3.438532, 0.964266, 5.192030], [-3.235452, 2.296316, 5.625600], [-1.882112, 2.721956, 5.431500], [-1.067212, 1.372606, 5.422120], [-2.094202, 0.466816, 4.655350], [-1.501112, 3.545196, 6.035830], [-2.020872, 3.156716, 4.441640], [-0.744632, 1.190306, 6.447220], [-0.147912, 1.497156, 4.849870], [-2.044252, -0.579264, 4.957550], [-2.018872, 0.631396, 3.580480]], "atomic_forces_ev_per_a": [[4.246, -2.461, 3.087], [-2.878, 1.670, -3.461], [-2.000, 0.646, -1.707], [1.105, 0.136, 1.286], [-0.589, 0.086, 2.228], [1.048, 0.112, -1.455], [0.234, -0.038, -0.580], [-0.628, 0.144, -0.643], [0.641, -0.170, 0.108], [-0.205, 0.184, 0.242], [-0.665, -0.701, 0.576], [-0.484, 0.419, 0.465], [-1.520, -0.937, 0.889], [0.585, 0.635, -0.852], [0.730, -2.121, 1.884], [0.084, -0.034, 0.373], [2.438, 1.539, 0.507], [-1.303, 0.182, -1.687], [0.145, -0.421, 0.542], [0.091, 0.454, -0.630], [-0.555, 0.378, 0.070], [0.051, 0.087, -0.739], [0.067, -0.187, 0.004], [-0.847, 0.339, -0.476], [0.373, -0.714, 1.479], [0.565, 0.174, -2.437], [-0.637, -0.374, -0.788], [0.820, -1.540, 1.264], [-0.313, 0.233, 0.916], [-1.473, 1.601, -0.352], [-0.360, -0.504, 0.242], [0.138, 0.094, -0.714], [0.010, 0.303, 0.419], [0.395, 0.909, -0.414], [-0.046, -0.120, 0.628], [0.745, 0.180, -0.308], [0.798, -1.756, 1.495], [-0.549, 0.602, -0.607], [-0.108, 1.123, -1.179], [1.496, -0.214, -1.168], [0.833, 1.943, 1.655], [-0.622, -1.078, 0.007], [-0.998, -0.319, 0.104], [-0.232, 0.014, -0.168], [-0.217, -0.188, -0.676], [0.144, 0.174, 0.272], [-0.329, -0.158, -0.286], [0.005, -0.198, 0.391], [-0.708, 0.740, 0.097], [-1.585, -2.025, -0.774], [-0.038, -0.709, 0.613], [2.196, 0.324, 1.891], [1.379, -0.113, -0.546], [-0.779, 1.505, -0.792], [-0.572, -0.460, -0.493], [-0.405, 0.062, 0.459], [-0.376, 0.030, -0.102], [-0.069, 0.253, -0.120], [0.723, -0.031, -0.379], [0.325, 0.292, 0.366], [1.417, -1.374, -1.111], [-0.148, 1.082, 3.053], [-1.096, 0.469, 0.619], [0.530, -1.327, -1.219], [-1.281, -0.025, 1.126], [0.415, -0.913, -2.191], [-0.037, 0.943, 0.345], [0.358, -0.536, -0.154], [-0.122, 0.023, -0.161], [0.311, 0.112, -0.321], [-0.198, 1.149, 0.264], [-0.158, 0.295, -0.229], [-2.925, -0.351, -2.183], [2.457, -0.196, 2.905], [-0.649, 0.922, -0.998], [-0.984, -0.974, 0.535], [0.663, 0.163, -4.395], [0.589, 0.036, 3.377], [-0.432, 0.073, 0.357], [0.541, 0.774, -0.034], [0.132, -0.207, 0.179], [0.192, -0.583, -1.185], [0.202, 0.758, 1.715], [0.025, -0.255, -0.276], [-2.547, -1.714, -4.370], [1.400, 1.101, 4.433], [1.665, 0.243, -0.071], [-0.233, 0.725, -1.591], [-2.035, -2.468, 2.490], [0.792, 1.474, 0.074], [1.213, 0.503, -0.035], [-0.127, 0.090, 0.100], [-0.133, -0.003, -0.618], [0.111, 0.039, -0.138], [0.041, -0.072, -0.343], [-0.204, -0.004, 0.093], [2.485, 1.109, -0.902], [-1.039, 0.981, 1.347], [-1.094, -1.233, 0.972], [-0.006, -1.157, -1.937], [-0.625, 1.835, -1.222], [-0.021, 0.025, 2.048], [-0.566, -0.466, 0.779], [1.166, 0.085, -0.442], [-0.578, -0.819, -0.024], [-0.069, 0.002, -0.152], [0.234, -0.115, -0.575], [0.049, -0.218, 0.040]], "mulliken_spin": [-0.01, 0.04, 0.04, 0.17, -0.15, -0.03, -0.24, 0.24, 0.37, -0.20, -0.02, -0.02, 0.32, -0.85, -0.05, 0.08, -0.05, 0.51, -0.05, 0.05, 0.00, -0.04, 0.27, -0.23, -0.01, 0.08, -0.02, 0.02, 0.15, -0.16, 0.14, 0.00, -0.29, 0.07, 0.07, 0.00, -0.01, -0.02, -0.31, 0.68, 0.17, 0.10, 0.02, -0.35, -0.11, -0.04, -0.03, 0.11, -0.37, 0.54, 0.10, -0.13, -0.02, 0.12, 0.04, 0.04, 0.02, -0.03, -0.02, 0.03, 0.00, -0.01, 0.00, 0.00, 0.00, 0.01, 0.00, 0.00, 0.00, 0.00, 0.00, 0.01, 0.01, -0.05, -0.04, 0.05, 0.00, 0.00, -0.02, 0.00, 0.00, 0.00, 0.00, 0.00, -0.02, 0.03, -0.01, 0.00, -0.01, 0.05, 0.00, 0.00, 0.01, 0.00, -0.03, 0.01, -0.10, 0.15, -0.04, 0.06, -0.05, 0.28, -0.06, 0.00, -0.02, 0.08, 0.01, -0.03], "charge": -1, "e_above_lowest_kcal_mol": 0.0, "s_squared": 0.751, "energy_ha": -2758.38398, "homo_lumo_gap_ev": [1.75, 9.98], "spin_multiplicity": 2}

---

Entry 2:
{"formula": "C36H55Cl2CuIN3OP", "method": "ωB97M-V/def2-TZVPD", "symbols": ["Cu", "C", "C", "C", "C", "C", "C", "C", "C", "C", "C", "C", "C", "C", "C", "C", "C", "C", "C", "C", "C", "C", "P", "C", "C", "C", "C", "C", "C", "C", "C", "H", "H", "H", "H", "H", "H", "H", "H", "H", "H", "H", "H", "H", "H", "H", "H", "H", "H", "H", "H", "H", "H", "H", "H", "H", "H", "H", "H", "H", "H", "H", "H", "H", "H", "H", "H", "H", "H", "H", "H", "H", "H", "H", "H", "H", "N", "C", "N", "O", "H", "H", "H", "H", "I", "C", "C", "C", "C", "N", "C", "H", "H", "H", "H", "Cl", "C", "Cl", "H", "H"], "xyz": [[-0.703804, -0.688960, -1.147046], [3.980805, 3.786581, -0.608412], [2.710998, 4.297525, 0.070859], [3.061574, 5.271781, 1.203374], [1.835273, 3.189862, 0.613291], [0.459497, 3.258573, 0.457029], [-0.417630, 2.324484, 1.005465], [-1.879135, 2.746366, 1.043924], [-2.392120, 3.352680, -0.269797], [-2.044547, 3.808728, 2.145070], [0.110143, 1.215337, 1.714173], [1.478178, 1.276667, 2.063261], [2.318920, 2.204338, 1.456745], [2.002417, 0.620367, 3.333133], [3.478850, 0.198073, 3.274091], [1.838800, 1.651850, 4.466389], [-0.790853, 0.197687, 2.383113], [-1.404247, 0.698069, 3.540027], [-2.274937, -0.030849, 4.328984], [-2.534105, -1.348174, 4.000243], [-1.905468, -1.890489, 2.894481], [-1.056228, -1.162939, 2.049539], [-0.452666, -2.131758, 0.579336], [1.102713, -2.989854, 1.228595], [0.944763, -3.605203, 2.619748], [2.136824, -1.871786, 1.330918], [1.633989, -4.021609, 0.229936], [-1.665272, -3.571364, 0.165131], [-1.288945, -3.975368, -1.274217], [-1.639007, -4.822397, 1.049204], [-3.111239, -3.082116, 0.103434], [4.532857, 4.620111, -1.044215], [3.739318, 3.078122, -1.401047], [4.637065, 3.296409, 0.114989], [2.127505, 4.846816, -0.673059], [3.611183, 4.757348, 1.994259], [2.159513, 5.700091, 1.642191], [3.684244, 6.084180, 0.825532], [0.053731, 4.122428, -0.059391], [-2.495354, 1.892955, 1.311232], [-2.009059, 4.364719, -0.407468], [-3.481388, 3.426999, -0.248002], [-2.101632, 2.754872, -1.131100], [-1.482407, 4.709562, 1.894015], [-1.683097, 3.459194, 3.111533], [-3.096792, 4.080950, 2.249218], [3.367204, 2.211928, 1.733807], [1.372660, -0.231485, 3.592375], [4.129394, 1.039864, 3.516686], [3.765538, -0.179209, 2.293148], [3.676066, -0.583252, 4.008802], [2.372899, 2.569108, 4.215649], [2.246994, 1.254021, 5.397257], [0.790203, 1.902813, 4.631278], [-1.171406, 1.711754, 3.834232], [-2.726629, 0.424704, 5.200621], [-3.194932, -1.954037, 4.606569], [-2.083388, -2.930972, 2.669427], [0.528036, -2.889892, 3.328120], [1.936142, -3.886525, 2.984074], [0.326597, -4.500593, 2.624947], [1.940982, -1.293191, 2.225156], [2.108989, -1.210586, 0.463294], [3.138668, -2.294245, 1.413300], [1.005158, -4.903582, 0.140535], [2.612942, -4.360459, 0.576439], [1.769025, -3.573930, -0.757448], [-0.317238, -4.458653, -1.336925], [-1.274753, -3.096485, -1.923230], [-2.035423, -4.672283, -1.662459], [-0.662912, -5.295495, 1.098096], [-2.327121, -5.551030, 0.613410], [-1.983442, -4.631417, 2.064280], [-3.228517, -2.343375, -0.683771], [-3.450846, -2.660895, 1.046935], [-3.760621, -3.926222, -0.140678], [-4.741570, 0.101087, -1.229865], [-3.798970, 0.105000, -0.250913], [-4.252247, 0.171016, 1.023088], [-2.592805, 0.049480, -0.505136], [-5.697797, 0.331675, -1.023120], [-4.428620, 0.239806, -2.174050], [-5.229913, 0.132635, 1.247239], [-3.581577, 0.060727, 1.768256], [-0.229234, 3.898890, -4.741869], [-0.250846, 1.820004, -4.479798], [-0.186191, 0.964216, -5.566846], [-0.218443, -0.400650, -5.323537], [-0.318949, -0.849803, -4.020471], [-0.386996, -0.017828, -2.974537], [-0.348636, 1.298874, -3.201648], [-0.112542, 1.345889, -6.575862], [-0.166241, -1.106495, -6.140225], [-0.334187, -1.908884, -3.798429], [-0.387306, 1.939990, -2.333446], [4.940100, -1.725681, -1.238883], [4.418123, -0.244772, -2.046355], [2.665930, -0.216590, -2.341792], [4.916655, -0.192973, -3.006160], [4.665011, 0.604592, -1.420548]], "atomic_forces_ev_per_a": [[0.323, -0.328, 0.349], [-0.081, 0.004, 0.101], [0.133, -0.010, 0.096], [-0.022, -0.016, -0.117], [-0.195, 0.079, -0.057], [0.063, -0.076, -0.151], [0.074, -0.055, 0.019], [0.029, 0.055, -0.053], [-0.017, -0.180, 0.135], [-0.043, -0.106, 0.034], [0.081, 0.229, -0.089], [-0.052, -0.058, 0.089], [0.052, -0.067, -0.016], [0.120, 0.203, 0.078], [-0.042, 0.023, -0.019], [-0.088, -0.162, 0.003], [-0.144, -0.007, 0.224], [-0.007, 0.013, -0.043], [-0.034, -0.002, 0.043], [-0.005, -0.024, 0.072], [0.029, 0.010, -0.057], [-0.057, -0.058, 0.109], [-0.088, -0.211, 0.190], [0.075, 0.242, -0.275], [-0.049, -0.070, -0.036], [-0.167, -0.002, 0.014], [-0.032, 0.054, -0.022], [-0.001, 0.218, -0.011], [0.064, -0.023, 0.059], [0.048, -0.043, -0.061], [-0.015, 0.128, 0.004], [0.024, -0.032, -0.010], [0.017, -0.050, -0.055], [0.010, -0.022, -0.043], [-0.039, -0.030, -0.018], [0.019, 0.010, -0.001], [0.015, 0.005, 0.018], [-0.003, 0.019, 0.039], [-0.021, -0.064, -0.030], [0.024, -0.026, -0.081], [-0.008, -0.020, -0.050], [0.004, -0.015, -0.009], [-0.057, -0.073, -0.080], [0.003, 0.000, -0.031], [-0.046, 0.069, -0.026], [0.001, 0.024, 0.017], [-0.012, -0.003, 0.016], [0.036, -0.033, 0.012], [0.006, 0.000, -0.020], [0.041, 0.035, 0.050], [0.021, 0.011, 0.024], [0.020, 0.008, 0.022], [-0.011, 0.017, 0.016], [0.076, 0.023, 0.026], [-0.051, -0.044, -0.060], [0.003, 0.003, 0.005], [0.014, -0.017, -0.009], [-0.002, 0.115, 0.078], [0.014, 0.001, 0.036], [0.016, -0.010, -0.024], [0.055, 0.066, 0.077], [0.017, -0.094, -0.241], [0.123, 0.039, -0.025], [0.036, -0.049, 0.024], [0.031, 0.002, -0.027], [0.013, 0.037, 0.007], [0.025, -0.041, -0.020], [-0.026, 0.025, -0.057], [-0.045, -0.039, -0.060], [-0.024, -0.006, 0.047], [-0.055, -0.007, -0.002], [-0.013, 0.005, -0.014], [0.037, -0.114, -0.015], [-0.072, 0.133, -0.039], [-0.094, 0.051, -0.033], [0.032, -0.021, -0.003], [-0.055, -0.006, 0.033], [-0.010, 0.129, 0.079], [0.057, -0.042, -0.023], [-0.173, 0.173, -0.103], [0.010, -0.008, -0.036], [0.057, -0.006, 0.004], [0.002, -0.021, 0.008], [-0.008, -0.051, -0.009], [0.020, -0.294, 0.075], [-0.010, 0.432, -0.063], [-0.010, -0.109, 0.093], [0.004, 0.064, -0.039], [0.041, -0.047, -0.039], [-0.103, 0.065, -0.152], [0.040, -0.041, -0.079], [0.006, 0.019, 0.010], [0.005, -0.029, 0.028], [-0.009, 0.011, 0.015], [0.002, 0.079, 0.083], [-0.045, 0.026, 0.028], [-0.006, -0.011, -0.063], [0.082, 0.003, 0.078], [0.002, 0.032, -0.002], [-0.008, -0.018, 0.027]], "mulliken_charge": [-1.21, -1.42, -0.29, -1.42, 0.01, -0.67, 0.86, 1.00, -1.69, -1.51, -0.19, 0.70, -0.11, 0.31, -1.58, -1.53, 0.53, 0.06, -1.52, -1.09, 0.03, 0.77, 1.50, 2.49, -1.75, -1.23, -1.97, 2.00, -1.68, -1.86, -1.52, 0.50, 0.23, 0.26, 0.43, 0.28, 0.32, 0.46, 0.34, -0.50, 0.58, 0.39, 0.18, 0.33, 0.25, 0.47, 0.42, 0.19, 0.52, 0.29, 0.40, 0.30, 0.50, 0.24, 0.17, 0.42, 0.48, 0.17, 0.21, 0.51, 0.38, -0.28, -0.27, 0.74, 0.42, 0.54, 0.34, 0.30, 0.08, 0.53, 0.35, 0.56, 0.32, 0.17, 0.25, 0.68, -0.46, 0.17, -0.34, -0.15, 0.19, 0.24, 0.22, -0.04, 0.10, -0.91, -0.08, -1.07, -0.05, 0.72, 0.65, 0.42, 0.46, 0.50, 0.04, -0.15, -0.33, -0.04, 0.42, 0.04], "charge": 1, "e_above_lowest_kcal_mol": 17.3, "energy_ha": -4844.09169, "homo_lumo_gap_ev": 8.55}

---

> The lowest charge belongs to which entry?

C36H54O18